Entry 1:
C4H13N3S3 | ωB97M-V/def2-TZVPD

F_max: 0.057 Eh/bohr
HOMO-LUMO gap: 8.86 eV
multiplicity: 1
LUMO: 0.62 eV

Last column: natural (NBO) charge in e.
CARTESIAN COORDINATES (ANGSTROEM)
C: 3.23030 0.16383 -0.14507  -0.53
C: 1.95891 0.78093 0.42553  -0.53
C: -3.52715 -1.43873 -0.24172  -0.67
C: -2.43233 -0.47646 0.13550  0.41
H: 2.91628 -2.01753 0.77449  0.12
H: 3.05586 -0.22187 -1.15277  0.23
H: 4.01848 0.92044 -0.22177  0.22
H: 2.13383 1.16655 1.43176  0.23
H: 1.17185 0.02487 0.50185  0.22
H: 2.27200 2.95652 -0.49309  0.13
H: -3.74230 -1.39013 -1.31491  0.22
H: -3.22305 -2.46569 -0.00804  0.22
H: -4.42943 -1.20365 0.32332  0.25
H: -1.18452 -1.56864 -1.01771  0.37
H: 0.10037 0.78716 -0.46774  0.33
H: -1.16322 0.97932 -1.47154  0.35
H: -0.45260 0.59195 1.62509  0.07
N: -1.18613 -0.73709 -0.44280  -0.50
N: -0.49575 0.29401 -1.12318  -0.65
N: -2.71480 0.45775 0.96526  -0.61
S: 3.92819 -1.13601 0.91758  -0.03
S: 1.26170 2.08118 -0.63726  -0.03
S: -1.49649 1.45129 1.63722  0.18

Entry 2:
C5H12O4 | ωB97M-V/def2-TZVPD

F_max: 0.078 Eh/bohr
relative energy (zero: lowest compared OMol25 entry of this formula, charge and spin): 1.474 eV
HOMO-LUMO gap: 9.99 eV
multiplicity: 1
SMILES: C[C@@H](O)[C@H](O)[C@@H](O)CO
LUMO: 0.60 eV

Last column: natural (NBO) charge in e.
CARTESIAN COORDINATES (ANGSTROEM)
C: 2.35739 1.16362 -0.19663  -0.65
C: 1.38664 0.04177 -0.52229  0.09
O: 1.82161 -1.19151 0.04863  -0.76
C: -0.16908 0.43944 0.07284  0.08
O: -0.10236 0.78974 1.41013  -0.71
C: -0.99881 -0.78728 -0.16756  0.04
O: -0.68263 -1.80845 0.72924  -0.74
C: -2.56817 -0.36182 0.13927  -0.07
O: -3.10750 0.48862 -0.83186  -0.71
H: 3.37547 0.90902 -0.50396  0.20
H: 2.06195 2.07703 -0.70729  0.22
H: 2.35904 1.34854 0.87710  0.23
H: 1.29802 -0.08101 -1.61258  0.16
H: 2.77031 -1.29476 -0.09098  0.49
H: -0.50430 1.30272 -0.50558  0.18
H: -0.02842 -0.03988 1.90837  0.49
H: -0.96305 -1.10260 -1.21714  0.17
H: 0.25897 -2.02552 0.58932  0.50
H: -3.11732 -1.30218 0.09679  0.18
H: -2.64498 0.04710 1.15204  0.17
H: -2.80276 1.38740 -0.66785  0.47

Entry 3:
C3H8N2O2 | ωB97M-V/def2-TZVPD

F_max: 0.007 Eh/bohr
relative energy (zero: lowest compared OMol25 entry of this formula, charge and spin): 2.048 eV
HOMO-LUMO gap: 9.46 eV
multiplicity: 1
LUMO: 0.71 eV

Last column: natural (NBO) charge in e.
CARTESIAN COORDINATES (ANGSTROEM)
N: 1.90796 0.52787 -0.97795  -0.79
C: 0.58468 0.46219 -0.69591  0.85
O: -0.11472 1.57122 -0.88272  -0.74
N: -0.03181 -0.75316 -0.71798  -0.59
C: -1.21064 -0.80746 0.14405  -0.26
C: -0.76326 -0.24198 1.52011  -0.07
O: 0.07655 0.82163 1.29935  -0.82
H: 2.28666 1.46188 -0.92247  0.41
H: 2.51201 -0.19897 -0.62379  0.39
H: 0.60346 -1.53048 -0.58103  0.38
H: -1.58299 -1.83501 0.17727  0.21
H: -1.98006 -0.17305 -0.30522  0.21
H: -0.25353 -1.05151 2.08203  0.13
H: -1.66744 0.02076 2.09545  0.17
H: -0.36008 1.64579 0.14450  0.53

Entry 4:
C29H59F4N4S | ωB97M-V/def2-TZVPD

F_max: 0.012 Eh/bohr
total charge: +1
HOMO-LUMO gap: 4.46 eV
multiplicity: 1
LUMO: -4.63 eV

Last column: Mulliken charge in e.
CARTESIAN COORDINATES (ANGSTROEM)
C: -0.59832 2.25597 7.07874  -1.29
C: 0.14900 1.98123 5.78241  -0.85
C: -0.04210 3.03718 4.65181  0.02
C: 0.16014 2.46036 3.23256  -2.26
C: -1.29961 3.84488 4.79132  -0.47
N: -1.10481 5.09153 5.26565  0.19
C: -2.07539 5.98672 5.53974  -0.28
C: -3.39374 5.64069 5.33309  -0.91
S: -4.70418 6.75125 5.76553  -0.19
C: -3.64514 4.35881 4.82364  -0.33
C: -2.63144 3.45873 4.52079  0.93
C: -2.97642 2.11179 3.89199  1.33
F: -2.36793 1.12722 4.57301  -0.29
F: -2.52370 2.07945 2.62810  -0.32
C: -4.48957 1.77793 3.82781  -0.19
F: -4.95091 1.59034 5.07120  -0.26
F: -4.61993 0.64229 3.13647  -0.26
H: -0.32416 3.21610 7.51539  0.31
H: -1.67832 2.21998 6.97648  0.29
H: -0.33340 1.48834 7.79914  0.45
H: -0.08185 0.99672 5.39421  0.34
H: 1.21130 1.97717 6.01328  0.50
H: 0.78496 3.73217 4.79520  0.91
H: -0.09945 1.41155 3.18323  0.43
H: 1.20264 2.58679 2.96141  0.65
H: -0.40477 3.03926 2.50931  0.47
H: -0.14877 5.36912 5.44853  0.33
H: -1.79016 6.94874 5.93120  0.49
H: -4.63514 7.54435 4.68481  0.21
H: -4.68420 4.11563 4.67848  0.52
H: -5.06452 2.55281 3.32408  0.48
C: 4.08549 2.45473 -2.08048  -1.59
C: 2.56654 2.40300 -2.13302  -0.48
N: 1.94235 2.48782 -0.82489  0.43
C: 0.53176 2.14313 -0.83594  0.10
C: -0.43462 3.04812 -1.61000  -1.35
C: 2.31030 3.63403 -0.01869  0.23
C: 2.05214 5.03749 -0.58564  -1.18
H: 4.47695 1.69086 -1.40715  0.29
H: 4.49308 2.27249 -3.07490  0.45
H: 4.45509 3.42745 -1.75265  0.39
H: 2.27760 1.44320 -2.56887  0.49
H: 2.20766 3.17789 -2.82792  0.34
H: 0.19134 2.06515 0.20267  -0.24
H: 0.44890 1.13045 -1.24364  0.15
H: -0.61945 3.98942 -1.09238  0.30
H: -1.39832 2.54615 -1.71875  0.47
H: -0.07130 3.27289 -2.61233  0.29
H: 3.37503 3.55610 0.21652  0.49
H: 1.80376 3.54063 0.94663  -0.56
H: 2.36888 5.12259 -1.62487  0.28
H: 2.61840 5.77536 -0.01270  0.42
H: 1.00166 5.32054 -0.52605  0.28
C: 2.00582 -5.01271 1.18831  -1.45
C: 2.64129 -3.87951 0.39695  -0.42
N: 1.85181 -3.47138 -0.74950  0.55
C: 2.56645 -2.60692 -1.67210  -0.52
C: 2.97870 -1.21608 -1.17802  -0.67
C: 0.47869 -3.09809 -0.46651  -0.61
C: 0.22778 -1.96384 0.53916  -0.67
H: 1.78598 -5.86243 0.54117  0.29
H: 2.69148 -5.34730 1.96753  0.44
H: 1.08149 -4.70505 1.67931  0.29
H: 3.60827 -4.22550 0.02295  0.48
H: 2.85796 -3.04417 1.08292  0.29
H: 1.95987 -2.49667 -2.57606  -0.04
H: 3.46651 -3.14163 -1.99129  0.50
H: 2.12894 -0.53634 -1.11600  -0.11
H: 3.69026 -0.77341 -1.87896  0.42
H: 3.46413 -1.25103 -0.20215  0.27
H: -0.04639 -3.98756 -0.10904  0.43
H: -0.00851 -2.85234 -1.41405  0.05
H: 0.84506 -2.06675 1.43318  0.25
H: -0.81694 -1.98392 0.85868  0.48
H: 0.41379 -0.98075 0.10691  -0.18
C: -1.13432 -5.11446 -7.94352  -1.44
C: -0.40353 -5.22357 -6.61389  -0.31
N: -0.72489 -4.14749 -5.69476  0.15
C: 0.16855 -4.07775 -4.55273  -0.74
C: 0.17288 -5.24249 -3.55555  -0.83
C: -2.13674 -3.96466 -5.40994  -0.67
C: -2.91565 -5.15278 -4.82892  -0.99
H: -0.95949 -4.14148 -8.40429  0.33
H: -0.77277 -5.88409 -8.62619  0.44
H: -2.21014 -5.25693 -7.83506  0.30
H: 0.67090 -5.17719 -6.81045  0.44
H: -0.59483 -6.21969 -6.18444  0.27
H: -0.04434 -3.14967 -4.01170  0.27
H: 1.18503 -3.95887 -4.94254  0.36
H: -0.71433 -5.23990 -2.92265  0.11
H: 1.03648 -5.15039 -2.89224  0.29
H: 0.24087 -6.21110 -4.05156  0.38
H: -2.62933 -3.65627 -6.33554  0.39
H: -2.23722 -3.10614 -4.74043  0.33
H: -2.69317 -6.08322 -5.35235  0.25
H: -3.98794 -4.97208 -4.92873  0.38
H: -2.71172 -5.30094 -3.76948  0.27

Entry 5:
C3H11N2 | ωB97M-V/def2-TZVPD

F_max: 0.064 Eh/bohr
relative energy (zero: lowest compared OMol25 entry of this formula, charge and spin): 0.375 eV
HOMO-LUMO gap (spin up / spin down): 6.15 / 10.32 eV
multiplicity: 2
LUMO (spin up / spin down): 1.02 / 0.98 eV
⟨S²⟩: 0.75

Last column: Löwdin spin population.
CARTESIAN COORDINATES (ANGSTROEM)
C: 0.75085 -3.21217 -2.15465  0.00
C: 0.61289 -2.22788 -0.95816  0.00
H: -0.22600 -3.63926 -2.36673  0.00
H: 1.54918 -3.94890 -2.03466  0.00
H: 1.12712 -2.61779 -2.98966  0.00
H: 0.10840 -2.78020 -0.15851  0.00
H: 1.56458 -1.99795 -0.47475  0.00
H: 0.05828 -1.39751 -1.39035  0.00
N: -0.42884 1.99912 0.64479  0.19
C: -0.59256 3.15600 1.39159  0.54
N: -0.96116 3.26752 2.70897  0.19
H: 0.27730 1.90803 -0.06440  0.01
H: -1.05296 1.21895 0.78674  0.01
H: -0.15117 3.99935 0.85145  0.03
H: -1.67274 3.90565 3.02047  0.02
H: -0.96317 2.36705 3.18789  0.01

Entry 6:
C12H42O10 | ωB97M-V/def2-TZVPD

F_max: 0.050 Eh/bohr
relative energy (zero: lowest compared OMol25 entry of this formula, charge and spin): 0.000 eV
HOMO-LUMO gap: 10.19 eV
multiplicity: 1
SMILES: OCCO.CCO.CCO.CCO.CCO.CCO.O.O.O
LUMO: 0.33 eV

Last column: natural (NBO) charge in e.
CARTESIAN COORDINATES (ANGSTROEM)
O: -2.84403 -1.93130 -0.61520  -0.76
C: -2.98140 -3.13129 0.15205  -0.10
C: -3.44375 -2.76008 1.51724  -0.10
O: -4.57155 -1.94513 1.48225  -0.71
H: -2.06252 -1.46692 -0.30146  0.48
H: -3.84217 -3.70336 -0.28853  0.18
H: -2.05949 -3.67279 0.12142  0.17
H: -2.70208 -2.13157 2.04885  0.18
H: -3.67256 -3.64548 2.09135  0.18
H: -4.54804 -1.53039 0.65026  0.47
C: 0.45573 -2.89084 1.65197  -0.64
C: 1.00776 -3.68455 0.49018  -0.07
O: 0.94532 -2.87887 -0.70734  -0.76
H: 1.14164 -2.06601 1.85711  0.22
H: 0.45972 -3.50966 2.56709  0.22
H: -0.56993 -2.51661 1.48564  0.22
H: 0.36238 -4.50584 0.31254  0.16
H: 2.02458 -3.99533 0.67141  0.17
H: 0.69754 -3.48596 -1.40656  0.48
C: -2.08910 2.25809 2.65074  -0.65
C: -2.16509 0.69200 2.73007  -0.06
O: -1.14537 -0.04566 2.04263  -0.76
H: -2.45457 2.65405 1.65884  0.21
H: -1.06091 2.60257 2.72285  0.21
H: -2.74919 2.65919 3.44356  0.22
H: -3.08766 0.33689 2.31736  0.17
H: -2.09751 0.38832 3.79971  0.17
H: -0.88762 0.49786 1.22332  0.49
C: -4.34015 0.72506 -2.38436  -0.63
C: -2.94617 0.87895 -1.85494  -0.06
O: -1.96737 0.25325 -2.67589  -0.73
H: -4.30968 1.14187 -3.41456  0.21
H: -4.96178 1.30644 -1.74199  0.21
H: -4.70458 -0.30095 -2.41066  0.21
H: -2.90990 0.50816 -0.82785  0.15
H: -2.65164 1.91908 -1.82725  0.18
H: -2.19576 -0.68266 -2.69062  0.47
C: 3.16153 4.01551 1.00919  -0.62
C: 2.42466 2.74744 1.41080  -0.08
O: 3.05225 1.65280 0.71755  -0.77
H: 2.92066 4.31351 0.01011  0.20
H: 4.19207 3.86473 1.16654  0.21
H: 2.80653 4.83946 1.68580  0.21
H: 1.39730 2.86909 1.14447  0.19
H: 2.53746 2.68138 2.53100  0.16
H: 2.42528 0.91094 0.79864  0.50
C: 4.50295 -1.66347 -1.55576  -0.64
C: 5.06945 -0.53739 -2.35319  -0.05
O: 4.17792 0.56249 -2.23806  -0.75
H: 5.10444 -2.57593 -1.56899  0.21
H: 3.47163 -1.94275 -1.85616  0.22
H: 4.52450 -1.31069 -0.52027  0.20
H: 5.21238 -0.79454 -3.44925  0.17
H: 6.04853 -0.26623 -2.00847  0.16
H: 3.79522 0.62924 -1.35183  0.48
O: 0.74748 -0.02769 -0.10003  -0.99
H: 0.82249 0.42564 -0.93827  0.49
H: 0.79361 -0.96244 -0.31191  0.50
O: 1.76349 2.46013 -1.96761  -0.98
H: 2.29886 1.86466 -2.51282  0.49
H: 2.24040 2.49534 -1.15281  0.48
O: -0.39858 3.79848 -0.69621  -0.96
H: -0.07337 4.54531 -1.20330  0.47
H: -0.09224 3.06444 -1.23045  0.49

Please write out number 1 again, unchanged.
C4H13N3S3 | ωB97M-V/def2-TZVPD

F_max: 0.057 Eh/bohr
HOMO-LUMO gap: 8.86 eV
multiplicity: 1
LUMO: 0.62 eV

Last column: natural (NBO) charge in e.
CARTESIAN COORDINATES (ANGSTROEM)
C: 3.23030 0.16383 -0.14507  -0.53
C: 1.95891 0.78093 0.42553  -0.53
C: -3.52715 -1.43873 -0.24172  -0.67
C: -2.43233 -0.47646 0.13550  0.41
H: 2.91628 -2.01753 0.77449  0.12
H: 3.05586 -0.22187 -1.15277  0.23
H: 4.01848 0.92044 -0.22177  0.22
H: 2.13383 1.16655 1.43176  0.23
H: 1.17185 0.02487 0.50185  0.22
H: 2.27200 2.95652 -0.49309  0.13
H: -3.74230 -1.39013 -1.31491  0.22
H: -3.22305 -2.46569 -0.00804  0.22
H: -4.42943 -1.20365 0.32332  0.25
H: -1.18452 -1.56864 -1.01771  0.37
H: 0.10037 0.78716 -0.46774  0.33
H: -1.16322 0.97932 -1.47154  0.35
H: -0.45260 0.59195 1.62509  0.07
N: -1.18613 -0.73709 -0.44280  -0.50
N: -0.49575 0.29401 -1.12318  -0.65
N: -2.71480 0.45775 0.96526  -0.61
S: 3.92819 -1.13601 0.91758  -0.03
S: 1.26170 2.08118 -0.63726  -0.03
S: -1.49649 1.45129 1.63722  0.18

The lowest F_max belongs to which entry? C3H8N2O2

Please write out number 3 again, unchanged.
C3H8N2O2 | ωB97M-V/def2-TZVPD

F_max: 0.007 Eh/bohr
relative energy (zero: lowest compared OMol25 entry of this formula, charge and spin): 2.048 eV
HOMO-LUMO gap: 9.46 eV
multiplicity: 1
LUMO: 0.71 eV

Last column: natural (NBO) charge in e.
CARTESIAN COORDINATES (ANGSTROEM)
N: 1.90796 0.52787 -0.97795  -0.79
C: 0.58468 0.46219 -0.69591  0.85
O: -0.11472 1.57122 -0.88272  -0.74
N: -0.03181 -0.75316 -0.71798  -0.59
C: -1.21064 -0.80746 0.14405  -0.26
C: -0.76326 -0.24198 1.52011  -0.07
O: 0.07655 0.82163 1.29935  -0.82
H: 2.28666 1.46188 -0.92247  0.41
H: 2.51201 -0.19897 -0.62379  0.39
H: 0.60346 -1.53048 -0.58103  0.38
H: -1.58299 -1.83501 0.17727  0.21
H: -1.98006 -0.17305 -0.30522  0.21
H: -0.25353 -1.05151 2.08203  0.13
H: -1.66744 0.02076 2.09545  0.17
H: -0.36008 1.64579 0.14450  0.53